Record 1
Computed, not measured: a single C5H5O3P molecule in a non-equilibrium geometry, with wB97M-V/def2-TZVPD.

Positions of all 14 atoms, in Å:
C -0.76 -0.04 -3.17
C -0.51 0.63 -2.22
C 0.13 1.15 -1.10
C -0.47 1.48 0.03
C -0.64 0.98 1.24
P 0.27 -0.68 1.26
O 0.72 -0.93 -0.07
O -0.69 -1.74 2.00
O 1.58 -0.47 2.29
H -0.96 -0.50 -4.14
H 1.13 1.60 -1.17
H -1.23 1.43 2.08
H -0.81 -2.59 1.39
H 2.25 -0.30 1.59

Output
Charge = 0
SMILES = C#CC=C=CP(=O)(O)O
E = -760.52298 a.u.
Frontier orbital gap = 9.23 eV
Maximum force = 5.02 eV Å⁻¹
Energy above the lowest of the compared OMol25 structures with the same formula, charge and spin = 68.8 kJ/mol

Taken from the Löwdin analysis, the atomic charges in e are: C 0.14; C -0.14; C -0.17; C -0.09; C -0.11; P 0.46; O -0.26; O -0.17; O -0.17; H 0.05; H 0.14; H 0.09; H 0.16; H 0.08

=====

Record 2
Computed, not measured: a molecular structure, C28H38Cl5GeO5V, with wB97M-V/def2-TZVPD.

Positions of all 78 atoms, in Å:
V -0.86 -0.15 0.47
C -1.66 4.25 0.48
C -0.62 3.14 0.54
C 0.12 3.18 1.86
C 0.31 3.21 -0.67
O -1.33 1.87 0.52
Ge -2.73 1.42 -0.68
O -2.84 -0.07 0.56
C -4.10 -0.43 1.23
C -3.92 -1.76 1.93
C -5.15 -0.57 0.13
C -4.46 0.68 2.20
O -1.34 0.17 -1.36
C -1.32 -0.37 -2.72
C -2.39 -1.45 -2.84
C -1.61 0.79 -3.66
C 0.09 -0.89 -2.96
H -1.17 5.22 0.59
H -2.18 4.26 -0.48
H -2.38 4.14 1.28
H 0.73 4.09 1.93
H -0.59 3.19 2.69
H 0.78 2.32 1.98
H 0.87 4.14 -0.66
H 1.02 2.37 -0.67
H -0.27 3.17 -1.59
H -3.53 -2.52 1.25
H -3.26 -1.68 2.79
H -4.89 -2.10 2.30
H -4.85 -1.32 -0.60
H -6.10 -0.89 0.57
H -5.33 0.38 -0.38
H -3.71 0.78 2.98
H -4.56 1.64 1.68
H -5.42 0.47 2.67
H -3.38 -1.01 -2.75
H -2.32 -1.94 -3.81
H -2.27 -2.20 -2.06
H -2.62 1.18 -3.52
H -0.89 1.59 -3.53
H -1.55 0.44 -4.70
H 0.31 -1.71 -2.28
H 0.17 -1.26 -3.98
H 0.82 -0.10 -2.81
Cl -0.93 -0.18 3.04
C -0.68 -1.85 2.61
C -0.67 -2.07 1.24
C -0.47 -3.39 0.84
Cl -0.50 -3.79 -0.84
C -0.28 -4.41 1.77
Cl -0.03 -6.02 1.25
C -0.31 -4.13 3.14
Cl -0.09 -5.38 4.29
C -0.51 -2.82 3.58
Cl -0.57 -2.42 5.24
C 6.73 0.07 -2.36
C 5.51 0.06 -1.48
C 4.70 -1.07 -1.40
C 3.58 -1.09 -0.58
C 2.74 -2.33 -0.48
C 3.28 0.05 0.17
C 4.09 1.18 0.14
C 3.82 2.37 1.01
C 5.19 1.17 -0.71
C 2.09 0.01 1.07
O 2.09 -0.04 2.26
O 0.87 0.04 0.38
H 6.71 -0.75 -3.08
H 7.64 -0.05 -1.76
H 6.82 1.01 -2.90
H 4.95 -1.95 -1.97
H 3.24 -3.18 -0.93
H 1.78 -2.20 -0.99
H 2.52 -2.59 0.56
H 2.82 2.78 0.83
H 4.54 3.17 0.82
H 3.88 2.11 2.07
H 5.83 2.04 -0.75

Output
Multiplicity = 2
Charge = +1
<S²> = 0.76
E = -6787.73311 a.u.
Frontier orbital gap (spin up / spin down) = 6.40 / 7.04 eV
Maximum force = 0.54 eV Å⁻¹
Energy above the lowest of the compared OMol25 structures with the same formula, charge and spin = 0.0 kJ/mol

Taken from the Löwdin analysis, the atomic charges in e are: V 0.99; C -0.04; C -0.64; C -0.02; C -0.01; O -0.43; Ge 1.15; O -0.45; C -0.63; C -0.01; C -0.04; C -0.02; O -0.42; C -0.63; C -0.02; C -0.04; C -0.02; H 0.10; H 0.07; H 0.10; H 0.10; H 0.10; H 0.06; H 0.10; H 0.08; H 0.08; H 0.10; H 0.07; H 0.11; H 0.09; H 0.10; H 0.06; H 0.07; H 0.08; H 0.10; H 0.09; H 0.10; H 0.04; H 0.06; H 0.09; H 0.10; H 0.02; H 0.11; H 0.10; Cl 0.87; C -0.66; C -0.24; C -0.66; Cl 0.77; C -0.69; Cl 0.73; C -0.69; Cl 0.74; C -0.70; Cl 0.75; C -0.04; C -0.25; C 0.01; C -0.19; C -0.02; C -0.08; C -0.19; C -0.01; C 0.01; C -0.43; O 0.16; O -0.16; H 0.08; H 0.09; H 0.08; H 0.12; H 0.09; H 0.03; H 0.09; H 0.06; H 0.09; H 0.10; H 0.12

=====

Record 3
Computed, not measured: a molecular structure, C18H21Cl2N2PdSSe3 in a non-equilibrium geometry, with wB97M-V/def2-TZVPD.

Positions of all 48 atoms, in Å:
Pd 0.69 0.76 0.24
Cl 1.76 2.21 -1.56
C 0.46 1.95 -2.67
C 0.05 3.02 -3.44
C -1.03 2.87 -4.30
C -1.66 1.64 -4.40
C -1.24 0.58 -3.63
Cl -2.08 -0.92 -3.77
C -0.17 0.69 -2.71
S 0.34 -0.66 -1.76
H 0.57 3.96 -3.35
H -1.37 3.71 -4.90
H -2.50 1.50 -5.07
C 2.10 -2.85 2.79
Se 1.62 -1.79 1.17
C 3.46 -1.49 0.55
C 4.18 -0.40 1.32
Se 3.50 1.39 0.85
C 4.59 2.37 2.16
H 2.63 -3.76 2.51
H 1.17 -3.11 3.28
H 2.71 -2.25 3.46
H 3.35 -1.23 -0.51
H 3.99 -2.45 0.64
H 5.25 -0.41 1.07
H 4.06 -0.53 2.40
H 4.30 2.08 3.17
H 4.37 3.42 2.01
H 5.64 2.18 1.99
C -2.34 1.73 -0.39
N -2.08 0.56 0.41
C -1.01 0.46 1.28
Se -0.26 1.95 2.20
N -1.18 -0.74 1.95
C -2.23 -1.43 1.41
C -2.72 -2.70 1.66
C -3.83 -3.11 0.93
C -4.42 -2.28 0.00
C -3.93 -1.00 -0.27
C -2.82 -0.59 0.44
H -1.42 2.34 -0.45
H -3.13 2.34 0.07
H -2.64 1.44 -1.40
H -0.56 -1.05 2.68
H -2.25 -3.35 2.38
H -4.23 -4.10 1.10
H -5.29 -2.63 -0.54
H -4.38 -0.38 -1.02

Output
Charge = -1
E = -9458.83596 a.u.
Frontier orbital gap = 5.54 eV
Maximum force = 1.07 eV Å⁻¹
Energy above the lowest of the compared OMol25 structures with the same formula, charge and spin = 6.8 kJ/mol

Taken from the Löwdin analysis, the atomic charges in e are: Pd 0.01; Cl 0.63; C -0.67; C -0.14; C -0.11; C -0.15; C -0.72; Cl 0.63; C -0.77; S 0.53; H 0.09; H 0.09; H 0.09; C -0.39; Se 0.87; C -0.57; C -0.56; Se 0.84; C -0.40; H 0.01; H 0.00; H 0.01; H 0.05; H 0.06; H 0.06; H 0.05; H 0.02; H 0.01; H 0.01; C -0.06; N -0.11; C -0.94; Se 0.48; N 0.03; C -0.20; C -0.03; C -0.13; C -0.12; C -0.03; C -0.17; H 0.06; H 0.09; H 0.08; H 0.11; H 0.10; H 0.09; H 0.09; H 0.10

=====

Record 4
Computed, not measured: a single C2H3NOS2 molecule in a non-equilibrium geometry, with wB97M-V/def2-TZVPD.

Positions of all 9 atoms, in Å:
O -1.16 -0.29 -0.60
C -0.20 0.63 -0.56
S -0.17 1.97 -1.59
C 0.93 0.40 0.36
N 1.09 -0.58 1.17
S -0.04 -1.88 1.37
H -1.80 0.07 -1.25
H 1.68 1.18 0.36
H 0.72 -2.46 2.25

Output
Charge = 0
SMILES = OC(=S)/C=N\S
E = -1004.33394 a.u.
Frontier orbital gap = 8.24 eV
Maximum force = 2.26 eV Å⁻¹
Energy above the lowest of the compared OMol25 structures with the same formula, charge and spin = 140.7 kJ/mol

Taken from the Löwdin analysis, the atomic charges in e are: O -0.06; C -0.84; S 0.68; C -0.29; N -0.31; S 0.79; H 0.11; H 0.10; H -0.17

=====

Question: Which formula does entry 4 have?
Answer: C2H3NOS2